Here is 10 unconnected molecules or ions with the total composition C61H79B2ClN10O6 at a distorted geometry from OMol25. Energies are from ωB97M-V with the def2-TZVPD basis set.

Values from the calculation:
- frontier orbital gap (eV) = 9.092
- charge = 0
- LUMO level (eV) = 0.3

Each atom is followed by the atoms it is bonded to, with distances in Å.
CARTESIAN COORDINATES (ANGSTROEM)
1 C 8.25362 0.45090 2.20113  C2 1.628, H27 1.150, H28 1.142, H29 1.152
2 C 6.99546 0.68364 1.19379  C1 1.628, B3 1.643, H30 1.152, H31 1.138
3 B 5.74352 -0.21338 1.76571  C2 1.643, O4 1.439, C5 1.649
4 O 5.50931 -0.35118 3.17842  B3 1.439, H32 0.988
5 C 4.77867 -0.88975 0.61203  B3 1.649, C6 1.603, O10 1.455, H33 1.154
6 C 5.60081 -1.68393 -0.51208  C5 1.603, C7 1.594, H34 1.144, H35 1.149
7 C 6.85880 -2.50290 0.02477  C6 1.594, C8 1.624, Cl9 1.861, H36 1.148
8 C 7.44686 -3.40291 -1.19248  C7 1.624, H37 1.141, H38 1.152, H39 1.143
9 Cl 6.41487 -3.72912 1.35275  C7 1.861
10 O 4.11954 0.22740 -0.04716  C5 1.455, C11 1.446
11 C 2.81778 -0.12543 -0.56951  O10 1.446, C12 1.615, H40 1.153, H41 1.145
12 C 1.80161 1.12696 -0.47728  C11 1.615, N13 1.485, C14 1.628, C23 1.609
13 N 2.37241 2.18473 -1.35010  C12 1.485, H42 1.034, H43 1.026
14 C 0.35985 0.74957 -1.13316  C12 1.628, C15 1.601, H44 1.147, H45 1.141
15 C -0.37212 -0.47174 -0.40058  C14 1.601, C16 1.634, H46 1.151, H47 1.136
16 C -1.97578 -0.21555 -0.57750  C15 1.634, C17 1.603, H48 1.143, H49 1.152
17 C -2.72699 0.07788 0.80782  C16 1.603, C18 1.623, H50 1.151, H51 1.137
18 C -4.02135 -0.89504 0.91346  C17 1.623, O19 1.468, H52 1.147, H53 1.151
19 O -5.13768 -0.20327 0.25752  C18 1.468, C20 1.441
20 C -6.31081 -1.04023 0.27606  O19 1.441, C21 1.588, O22 1.247
21 C -7.12165 -1.08534 1.64073  C20 1.588, H54 1.141, H55 1.156, H56 1.142
22 O -6.62924 -1.65645 -0.75987  C20 1.247
23 C 1.49353 1.57754 1.03583  C12 1.609, B24 1.618, H57 1.155, H58 1.156
24 B 2.50007 2.69038 1.64107  C23 1.618, O25 1.465, O26 1.438
25 O 3.08890 2.42818 2.95652  B24 1.465, H59 0.978
26 O 2.85136 3.94769 1.03801  B24 1.438, H60 0.989
27 H 8.65159 -0.60881 1.99655  C1 1.150
28 H 7.90601 0.58515 3.28115  C1 1.142
29 H 9.04079 1.24909 1.93707  C1 1.152
30 H 6.64620 1.78181 1.19010  C2 1.152
31 H 7.26931 0.43153 0.11879  C2 1.138
32 H 5.55121 0.56569 3.54461  O4 0.988
33 H 4.04755 -1.59243 1.16229  C5 1.154
34 H 4.89972 -2.37188 -1.09835  C6 1.144
35 H 5.98447 -0.90359 -1.26246  C6 1.149
36 H 7.73416 -1.83179 0.34375  C7 1.148
37 H 6.77700 -4.31605 -1.33415  C8 1.141
38 H 8.50558 -3.71358 -0.86224  C8 1.152
39 H 7.58572 -2.79655 -2.15112  C8 1.143
40 H 2.93027 -0.35048 -1.69501  C11 1.153
41 H 2.37133 -1.07491 -0.11178  C11 1.145
42 H 1.86038 3.07903 -1.25969  N13 1.034
43 H 3.36444 2.36838 -1.16105  N13 1.026
44 H 0.58574 0.47343 -2.22300  C14 1.147
45 H -0.24094 1.71891 -1.11674  C14 1.141
46 H -0.09971 -1.45126 -0.94113  C15 1.151
47 H -0.19958 -0.53045 0.72111  C15 1.136
48 H -2.46377 -1.09608 -1.11877  C16 1.143
49 H -2.13322 0.71147 -1.24324  C16 1.152
50 H -3.16831 1.14110 0.81109  C17 1.151
51 H -2.09915 -0.09121 1.74060  C17 1.137
52 H -4.32186 -1.10112 2.00153  C18 1.147
53 H -3.86120 -1.86074 0.30858  C18 1.151
54 H -6.54298 -1.70225 2.40617  C21 1.141
55 H -7.31466 -0.03189 2.07466  C21 1.156
56 H -8.11954 -1.60797 1.45190  C21 1.142
57 H 0.37745 1.84692 1.15782  C23 1.155
58 H 1.63231 0.63403 1.68918  C23 1.156
59 H 3.70737 1.67235 2.90680  O25 0.978
60 H 3.83950 3.92503 0.99868  O26 0.989
61 C -4.42582 5.95960 1.28121  C62 1.387, C66 1.387, H67 1.085
62 C -4.38331 5.88107 -0.10249  C61 1.387, C63 1.385, H68 1.083
63 C -3.49526 4.98920 -0.68158  C62 1.385, N64 1.342, H69 1.085
64 N -2.66817 4.19629 0.01744  C63 1.342, C65 1.344
65 C -2.72849 4.29360 1.35669  N64 1.344, C66 1.386, H70 1.086
66 C -3.58385 5.15101 2.02988  C61 1.387, C65 1.386, H71 1.083
67 H -5.10851 6.64477 1.77182  C61 1.085
68 H -5.02552 6.49827 -0.71810  C62 1.083
69 H -3.42780 4.88988 -1.75994  C63 1.085
70 H -2.04861 3.64374 1.89873  C65 1.086
71 H -3.59098 5.18601 3.11207  C66 1.083
72 C 11.77048 0.41053 -2.50704  C73 1.387, C77 1.388, H78 1.084
73 C 10.52508 0.28247 -3.10452  C72 1.387, C74 1.385, H79 1.083
74 C 9.44157 -0.02842 -2.29922  C73 1.385, N75 1.342, H80 1.085
75 N 9.52588 -0.21632 -0.97336  C74 1.342, C76 1.342
76 C 10.74184 -0.08784 -0.41991  N75 1.342, C77 1.385, H81 1.085
77 C 11.88567 0.22309 -1.13671  C72 1.388, C76 1.385, H82 1.083
78 H 12.64296 0.65412 -3.10313  C72 1.084
79 H 10.39812 0.42130 -4.17093  C73 1.083
80 H 8.44627 -0.13653 -2.71841  C74 1.085
81 H 10.78074 -0.24650 0.65302  C76 1.085
82 H 12.84181 0.31623 -0.63736  C77 1.083
83 C -6.53028 -4.11439 7.16496  C84 1.387, C88 1.387, H89 1.084
84 C -6.20274 -4.44921 5.85965  C83 1.387, C85 1.386, H90 1.083
85 C -6.59830 -3.59307 4.84467  C84 1.386, N86 1.342, H91 1.085
86 N -7.28456 -2.45788 5.04912  C85 1.342, C87 1.342
87 C -7.58996 -2.15870 6.32090  N86 1.342, C88 1.385, H92 1.085
88 C -7.23768 -2.94564 7.40524  C83 1.387, C87 1.385, H93 1.083
89 H -6.23747 -4.75798 7.98713  C83 1.084
90 H -5.65242 -5.35419 5.63513  C84 1.083
91 H -6.36287 -3.81038 3.80761  C85 1.085
92 H -8.14660 -1.23750 6.45784  C87 1.085
93 H -7.50982 -2.65294 8.41153  C88 1.083
94 C -7.61274 -4.55105 -2.49270  C95 1.387, C99 1.387, H100 1.084
95 C -6.61498 -5.44543 -2.13324  C94 1.387, C96 1.386, H101 1.083
96 C -6.87941 -6.80124 -2.24288  C95 1.386, N97 1.342, H102 1.085
97 N -8.04757 -7.30236 -2.67371  C96 1.342, C98 1.342
98 C -8.99620 -6.41549 -3.01331  N97 1.342, C99 1.386, H103 1.086
99 C -8.82981 -5.04141 -2.94335  C94 1.387, C98 1.386, H104 1.084
100 H -7.44343 -3.48219 -2.42194  C94 1.084
101 H -5.65353 -5.09748 -1.77644  C95 1.083
102 H -6.12992 -7.53982 -1.97688  C96 1.085
103 H -9.93109 -6.84786 -3.35593  C98 1.086
104 H -9.63091 -4.37169 -3.23292  C99 1.084
105 C 6.16812 4.36225 -3.45233  C106 1.387, C110 1.387, H111 1.085
106 C 6.21751 4.28800 -4.83692  C105 1.387, C107 1.386, H112 1.083
107 C 7.12109 3.41049 -5.41491  C106 1.386, N108 1.342, H113 1.085
108 N 7.95650 2.62836 -4.71335  C107 1.342, C109 1.342
109 C 7.88982 2.72070 -3.37646  N108 1.342, C110 1.386, H114 1.085
110 C 7.01960 3.56326 -2.70301  C105 1.387, C109 1.386, H115 1.083
111 H 5.47309 5.03610 -2.96202  C105 1.085
112 H 5.56870 4.89730 -5.45344  C106 1.083
113 H 7.19460 3.31456 -6.49329  C107 1.085
114 H 8.57690 2.07977 -2.83479  C109 1.085
115 H 7.00826 3.59432 -1.62053  C110 1.083
116 C -13.44645 -1.31764 -5.14469  C117 1.387, C121 1.387, H122 1.084
117 C -12.65342 -0.84816 -4.10815  C116 1.387, C118 1.386, H123 1.083
118 C -11.57137 -1.61691 -3.71090  C117 1.386, N119 1.342, H124 1.085
119 N -11.24604 -2.79368 -4.26817  C118 1.342, C120 1.342
120 C -12.03053 -3.22559 -5.26748  N119 1.342, C121 1.385, H125 1.085
121 C -13.13177 -2.53036 -5.74000  C116 1.387, C120 1.385, H126 1.083
122 H -14.30161 -0.74424 -5.48524  C116 1.084
123 H -12.87011 0.09359 -3.61986  C117 1.083
124 H -10.91962 -1.29069 -2.90692  C118 1.085
125 H -11.74611 -4.18034 -5.69827  C120 1.085
126 H -13.72838 -2.92693 -6.55185  C121 1.083
127 C -8.51987 4.04329 4.90276  C128 1.387, C132 1.387, H133 1.084
128 C -8.38972 3.98952 3.52305  C127 1.387, C129 1.386, H134 1.083
129 C -8.31209 2.74438 2.92032  C128 1.386, N130 1.342, H135 1.085
130 N -8.35162 1.58408 3.59398  C129 1.342, C131 1.341
131 C -8.47630 1.66461 4.92707  N130 1.341, C132 1.385, H136 1.085
132 C -8.56532 2.85889 5.62352  C127 1.387, C131 1.385, H137 1.083
133 H -8.58508 4.99872 5.41164  C127 1.084
134 H -8.34988 4.89374 2.92876  C128 1.083
135 H -8.21277 2.65039 1.84364  C129 1.085
136 H -8.50363 0.71241 5.44607  C131 1.085
137 H -8.66695 2.86319 6.70149  C132 1.083
138 C 6.59821 -8.83837 -0.78807  C139 1.387, C143 1.387, H144 1.085
139 C 6.33497 -7.63546 -0.14948  C138 1.387, C140 1.386, H145 1.083
140 C 7.36035 -7.03229 0.56155  C139 1.386, N141 1.343, H146 1.085
141 N 8.59564 -7.54665 0.67215  C140 1.343, C142 1.342
142 C 8.82300 -8.71168 0.04643  N141 1.342, C143 1.386, H147 1.085
143 C 7.86707 -9.39108 -0.69147  C138 1.387, C142 1.386, H148 1.083
144 H 5.82219 -9.34059 -1.35538  C138 1.085
145 H 5.35584 -7.17581 -0.20269  C139 1.083
146 H 7.20379 -6.08913 1.07492  C140 1.085
147 H 9.82868 -9.10538 0.15429  C142 1.085
148 H 8.10789 -10.32825 -1.17750  C143 1.083
149 C 3.52781 9.25717 -0.01174  C150 1.387, C154 1.387, H155 1.085
150 C 3.66947 9.20158 -1.39072  C149 1.387, C151 1.385, H156 1.083
151 C 3.75630 7.95591 -1.99092  C150 1.385, N152 1.342, H157 1.085
152 N 3.71515 6.79661 -1.31571  C151 1.342, C153 1.343
153 C 3.57920 6.87830 0.01762  N152 1.343, C154 1.386, H158 1.084
154 C 3.48048 8.07400 0.71097  C149 1.387, C153 1.386, H159 1.083
155 H 3.45522 10.21337 0.49481  C149 1.085
156 H 3.71111 10.10506 -1.98605  C150 1.083
157 H 3.86469 7.86067 -3.06652  C151 1.085
158 H 3.55087 5.92744 0.53753  C153 1.084
159 H 3.37007 8.07997 1.78804  C154 1.083

Results of the Mulliken charge analysis, in e, for atoms 1 through 99: atom 1 (C): -0.89, atom 2 (C): -0.02, atom 3 (B): 0.37, atom 4 (O): -0.68, atom 5 (C): 0.30, atom 6 (C): -0.79, atom 7 (C): 1.12, atom 8 (C): -1.29, atom 9 (Cl): -0.37, atom 10 (O): -0.06, atom 11 (C): -1.38, atom 12 (C): 1.60, atom 13 (N): -0.68, atom 14 (C): -1.27, atom 15 (C): -0.34, atom 16 (C): -0.68, atom 17 (C): -0.23, atom 18 (C): -0.43, atom 19 (O): -0.26, atom 20 (C): 0.57, atom 21 (C): -0.19, atom 22 (O): -0.55, atom 23 (C): -0.58, atom 24 (B): 0.62, atom 25 (O): -0.70, atom 26 (O): -0.49, atom 27 (H): 0.16, atom 28 (H): 0.28, atom 29 (H): 0.27, atom 30 (H): 0.33, atom 31 (H): -0.10, atom 32 (H): 0.31, atom 33 (H): 0.23, atom 34 (H): 0.35, atom 35 (H): 0.02, atom 36 (H): -0.38, atom 37 (H): 0.36, atom 38 (H): 0.34, atom 39 (H): 0.29, atom 40 (H): 0.22, atom 41 (H): 0.47, atom 42 (H): 0.30, atom 43 (H): 0.23, atom 44 (H): 0.31, atom 45 (H): 0.38, atom 46 (H): 0.27, atom 47 (H): 0.28, atom 48 (H): 0.44, atom 49 (H): 0.28, atom 50 (H): -0.09, atom 51 (H): 0.43, atom 52 (H): 0.23, atom 53 (H): 0.28, atom 54 (H): -0.17, atom 55 (H): 0.09, atom 56 (H): 0.36, atom 57 (H): -0.20, atom 58 (H): 0.13, atom 59 (H): 0.25, atom 60 (H): 0.23, atom 61 (C): -0.09, atom 62 (C): -0.56, atom 63 (C): -0.22, atom 64 (N): -0.25, atom 65 (C): 0.12, atom 66 (C): -0.88, atom 67 (H): 0.40, atom 68 (H): 0.38, atom 69 (H): 0.37, atom 70 (H): 0.34, atom 71 (H): 0.38, atom 72 (C): -0.27, atom 73 (C): -0.74, atom 74 (C): -0.56, atom 75 (N): 0.13, atom 76 (C): -0.09, atom 77 (C): -0.81, atom 78 (H): 0.38, atom 79 (H): 0.44, atom 80 (H): 0.75, atom 81 (H): 0.36, atom 82 (H): 0.40, atom 83 (C): -0.12, atom 84 (C): -0.66, atom 85 (C): -0.03, atom 86 (N): -0.26, atom 87 (C): 0.08, atom 88 (C): -0.66, atom 89 (H): 0.38, atom 90 (H): 0.34, atom 91 (H): 0.37, atom 92 (H): 0.20, atom 93 (H): 0.35, atom 94 (C): -0.34, atom 95 (C): -0.39, atom 96 (C): -0.26, atom 97 (N): -0.57, atom 98 (C): -0.23, atom 99 (C): -0.12